1.
Here is C22H32AsN3PbSi2 as an isolated structure from OMol25. Energies are from ωB97M-V/def2-TZVPD.

Its frontier orbital gap is 6.285 eV. The molar mass comes out at 676.8 g/mol. Its total charge is 0.

Element x y z (Å)
Pb 0.60 0.94 -0.64
N 0.69 4.05 1.53
C -0.56 3.99 0.89
C -1.36 5.13 1.03
C -2.61 5.15 0.47
C -3.06 4.04 -0.23
C -2.20 2.96 -0.33
N -0.99 2.93 0.23
C 1.88 3.34 1.64
C 2.79 3.87 2.57
C 4.02 3.28 2.73
C 4.34 2.16 1.98
C 3.39 1.69 1.10
N 2.19 2.26 0.92
H 0.73 4.87 2.10
H -0.99 5.99 1.58
H -3.25 6.02 0.58
H -4.03 4.01 -0.69
H -2.49 2.07 -0.87
H 2.52 4.74 3.15
H 4.73 3.70 3.44
H 5.29 1.66 2.07
H 3.58 0.81 0.50
C -0.65 -1.36 3.80
C -1.55 -0.52 3.16
C -1.20 0.10 1.96
C 0.04 -0.13 1.35
C 0.92 -0.98 2.02
C 0.59 -1.58 3.23
H -0.92 -1.84 4.73
H -2.53 -0.35 3.58
H -1.91 0.78 1.51
H 1.89 -1.20 1.58
H 1.31 -2.22 3.72
C -0.34 -3.99 -0.18
Si 1.04 -3.45 -1.36
C 2.68 -3.59 -0.41
C 1.12 -4.75 -2.75
As 0.94 -1.34 -2.35
Si -1.34 -1.25 -2.83
C -1.61 0.37 -3.80
C -1.97 -2.65 -3.94
C -2.58 -1.20 -1.39
H -0.12 -4.97 0.25
H -1.29 -4.06 -0.70
H -0.45 -3.28 0.64
H 2.89 -4.62 -0.13
H 2.65 -2.99 0.51
H 3.51 -3.23 -1.02
H 1.23 -5.77 -2.36
H 1.97 -4.54 -3.40
H 0.22 -4.72 -3.36
H -1.33 0.24 -4.85
H -0.98 1.18 -3.41
H -2.65 0.71 -3.77
H -1.34 -2.76 -4.84
H -2.99 -2.47 -4.26
H -1.95 -3.61 -3.41
H -2.38 -0.38 -0.71
H -2.52 -2.12 -0.80
H -3.61 -1.10 -1.75

Löwdin population analysis, charges in e, atoms 1 to 2:
1 Pb 0.96
2 N 0.13

---

2.
Here is C22H32BrN6O2Sn as an isolated structure from OMol25. Energies are from ωB97M-V/def2-TZVPD.

The value obtained for the energy above the lowest of the compared OMol25 structures with the same formula, charge and spin is 0.0 kcal/mol. Its frontier orbital gap is 5.360 eV. The molar mass comes out at 611.2 g/mol. Its total charge is +3.

Element x y z (Å)
Sn -0.85 -0.39 -0.80
N -2.49 1.37 -2.67
C -2.14 0.97 -4.04
C -1.54 -0.41 -4.09
N -0.29 -0.60 -3.28
C 0.76 0.38 -3.64
C 0.84 1.52 -2.65
N 0.98 0.98 -1.27
C 0.17 -1.99 -3.49
C 1.19 -2.41 -2.45
N 0.60 -2.25 -1.10
H -3.37 0.95 -2.39
H -2.64 2.37 -2.65
H -1.44 1.70 -4.44
H -3.00 0.97 -4.72
H -1.32 -0.66 -5.13
H -2.26 -1.14 -3.72
H 0.60 0.78 -4.64
H 1.72 -0.13 -3.68
H -0.07 2.12 -2.67
H 1.68 2.17 -2.90
H 0.99 1.75 -0.60
H 1.87 0.51 -1.17
H 0.59 -2.12 -4.49
H -0.70 -2.64 -3.43
H 2.09 -1.80 -2.49
H 1.49 -3.44 -2.63
H 1.31 -2.25 -0.37
H 0.00 -3.05 -0.87
O 2.70 1.31 3.46
C 1.74 2.08 2.86
C 1.75 3.46 2.89
C 0.70 4.16 2.32
C -0.37 3.49 1.74
C -0.36 2.10 1.71
C 0.71 1.38 2.22
C 0.80 -0.14 2.10
O -0.02 -0.76 1.30
N 0.55 -0.59 3.60
N -0.37 -1.33 3.92
C -0.54 -1.60 5.28
C -1.57 -2.38 5.66
Br -2.75 -3.20 4.48
C -1.93 -2.60 7.06
C -1.15 -3.12 8.05
C 0.16 -3.67 7.82
C 0.88 -4.15 8.87
C 0.34 -4.10 10.17
C -0.94 -3.59 10.43
C -1.69 -3.13 9.39
H 3.43 1.86 3.78
H 2.57 3.99 3.36
H 0.71 5.25 2.34
H -1.21 4.04 1.34
H -1.22 1.57 1.32
H 1.87 -0.43 2.02
H 1.19 -0.17 4.30
H 0.11 -1.13 6.01
H -2.95 -2.32 7.31
H 0.54 -3.75 6.81
H 1.86 -4.59 8.72
H 0.93 -4.49 11.00
H -1.32 -3.58 11.44
H -2.69 -2.75 9.55

Löwdin population analysis, charges in e, atoms 1 to 2:
1 Sn 1.36
2 N -0.04

---

3.
Here is C22H32Cl2N3O3PdS as an isolated structure at a distorted geometry from OMol25. Energies are from ωB97M-V/def2-TZVPD.

Its frontier orbital gap (spin up / spin down) is 5.933 / 5.828 eV. As for the spin multiplicity: 3. The expectation value of S² is 2.012. The molar mass comes out at 595.9 g/mol. Its total charge is -1.

Element x y z (Å)
O 0.53 2.27 -2.88
C 0.18 1.17 -3.19
C -1.23 0.60 -3.26
C -1.99 -0.04 -2.30
H -1.51 -0.26 -1.39
C -3.29 -0.40 -2.62
H -3.84 -0.91 -1.86
C -3.90 0.01 -3.79
H -4.97 -0.15 -3.96
C -3.13 0.71 -4.72
H -3.63 1.12 -5.62
C -1.82 1.03 -4.46
H -1.27 1.72 -5.15
H 0.89 0.26 -3.50
C 2.57 -0.15 -1.67
C 1.13 -0.61 -1.58
H 3.02 -0.25 -2.69
H 3.11 -0.77 -0.91
H 2.51 0.95 -1.51
C 0.54 -1.73 -2.11
C 1.23 -3.11 -2.00
H -0.45 -1.81 -2.64
H 1.95 -3.24 -2.85
H 0.45 -3.91 -2.10
H 1.77 -3.16 -1.03
Pd 1.01 -1.10 0.81
Cl -1.13 -2.10 0.40
Cl 2.67 -2.84 1.13
H -3.63 3.12 0.08
H -3.53 1.05 1.73
C -3.20 2.25 -0.46
C -2.45 0.93 1.52
N -2.09 1.65 0.29
H -2.81 2.54 -1.44
C -0.84 2.21 0.15
O 0.08 2.02 0.98
H -1.80 1.30 2.35
H -0.71 2.83 -0.77
H -3.99 1.49 -0.59
H -2.26 -0.15 1.37
H 4.77 2.83 2.92
H 3.71 4.67 1.53
C 4.86 2.25 1.98
C 3.57 3.96 0.71
N 3.70 2.57 1.14
H 4.77 1.17 2.19
C 2.73 1.65 0.88
O 2.69 0.53 1.37
H 2.56 4.10 0.31
H 1.95 2.03 0.17
H 5.79 2.50 1.45
H 4.28 4.24 -0.08
S 0.51 -0.50 3.21
C -0.20 -1.94 3.69
N 0.25 -3.14 3.18
C -0.37 -4.33 3.45
C -1.35 -4.34 4.40
C -1.91 -3.15 4.85
C -1.33 -1.93 4.50
H 1.00 -3.11 2.43
H -0.04 -5.19 2.85
H -1.71 -5.30 4.75
H -2.76 -3.15 5.49
H -1.64 -0.98 4.87

Löwdin population analysis, charges in e, atoms 1 to 2:
1 O 0.05
2 C -0.28

---

4.
Here is C22H32CoGeN3O5Se as an isolated structure from OMol25. Energies are from ωB97M-V/def2-TZVPD.

The value obtained for the energy above the lowest of the compared OMol25 structures with the same formula, charge and spin is 1.2 kcal/mol. Its frontier orbital gap (spin up / spin down) is 7.285 / 4.525 eV. As for the spin multiplicity: 5. The expectation value of S² is 6.011. The molar mass comes out at 629.0 g/mol. Its total charge is +2.

Element x y z (Å)
Co -1.20 0.93 1.07
O -0.14 0.78 5.15
C -0.56 1.00 3.93
O -0.71 0.12 3.08
C -0.90 2.41 3.61
C -1.06 3.46 4.48
C -1.50 4.68 3.95
C -1.82 4.77 2.60
C -1.66 3.64 1.80
N -1.16 2.53 2.31
C -2.13 3.48 0.35
O -2.50 4.43 -0.28
O -2.10 2.23 -0.03
H -0.04 -0.17 5.31
H -0.87 3.34 5.54
H -1.62 5.54 4.59
H -2.21 5.68 2.16
C 5.03 -2.60 1.74
Ge 3.70 -3.19 3.02
C 3.58 -2.06 4.59
C 3.76 -5.08 3.39
C 1.82 -2.95 2.13
Se 1.69 -1.33 1.23
C 2.12 -1.91 -0.56
H 6.00 -2.56 2.24
H 4.83 -1.60 1.34
H 5.12 -3.31 0.91
H 4.56 -2.03 5.07
H 2.87 -2.46 5.30
H 3.31 -1.03 4.33
H 4.71 -5.30 3.88
H 3.69 -5.66 2.48
H 2.95 -5.37 4.07
H 1.12 -2.97 2.96
H 1.65 -3.79 1.45
H 3.09 -2.41 -0.53
H 2.16 -1.04 -1.20
H 1.35 -2.60 -0.89
C -2.59 2.88 -3.76
C -2.95 1.42 -3.97
N -1.89 0.66 -4.65
C -1.53 1.05 -6.02
C -0.26 1.87 -6.10
C -1.20 -0.34 -4.09
O -0.30 -0.97 -4.63
C -1.54 -0.76 -2.68
C -2.26 -1.92 -2.44
C -2.41 -2.37 -1.13
C -1.83 -1.64 -0.11
N -1.12 -0.51 -0.34
C -0.98 -0.10 -1.61
H -3.35 3.37 -3.14
H -2.53 3.42 -4.70
H -1.63 2.98 -3.24
H -3.86 1.34 -4.57
H -3.16 0.96 -3.01
H -2.38 1.60 -6.43
H -1.41 0.13 -6.60
H -0.36 2.83 -5.58
H -0.02 2.08 -7.14
H 0.57 1.32 -5.66
H -2.68 -2.48 -3.26
H -2.97 -3.26 -0.90
H -1.92 -1.95 0.92
H -0.40 0.80 -1.76

Löwdin population analysis, charges in e, atoms 1 to 2:
1 Co 0.90
2 O 0.21